w) {"formula": "C9H11NO", "method": "ωB97M-V/def2-TZVPD", "species": ["C", "C", "C", "C", "C", "C", "C", "C", "C", "H", "H", "H", "H", "H", "H", "H", "H", "H", "H", "H", "N", "O"], "xyz": [[1.847, -0.539, 1.390], [2.498, -0.428, -1.010], [0.958, 1.212, -0.122], [-0.451, 0.637, -0.087], [-1.464, 1.566, 0.175], [-2.710, 1.116, 0.209], [-3.082, -0.170, -0.070], [-2.141, -1.101, -0.341], [-0.817, -0.747, -0.438], [0.981, -1.354, 1.352], [2.927, -0.834, 1.869], [1.531, 0.041, 2.079], [2.737, 0.373, -1.945], [3.432, -0.935, -0.787], [1.655, -1.329, -1.328], [-1.174, 2.353, 0.535], [-3.705, 1.807, 0.282], [-4.084, -0.436, -0.089], [-2.214, -2.188, -0.633], [0.068, -1.711, -0.740], [2.008, 0.323, 0.163], [1.200, 2.345, -0.465]], "lowdin_charge": [-0.066, -0.097, -0.428, -0.085, -0.031, -0.089, -0.107, -0.125, -0.033, 0.112, 0.146, -0.017, 0.151, 0.052, 0.100, 0.034, 0.165, 0.087, 0.124, 0.167, -0.188, 0.127], "orbital_gap_ev": 9.25, "e_lumo_ev": 0.27, "homo_ha": -0.3298, "charge": 0}

---

x) {"formula": "C9H11NO", "method": "ωB97M-V/def2-TZVPD", "species": ["C", "N", "C", "C", "O", "C", "C", "C", "C", "C", "C", "H", "H", "H", "H", "H", "H", "H", "H", "H", "H", "H"], "xyz": [[-0.825, 0.026, 1.954], [-1.162, 1.031, 0.929], [-2.009, 2.089, 1.420], [-0.531, 1.211, -0.278], [-0.720, 2.228, -0.980], [0.291, 0.068, -0.788], [-0.214, -1.260, -0.973], [0.526, -2.330, -1.437], [1.927, -2.076, -1.685], [2.479, -0.758, -1.426], [1.676, 0.236, -1.064], [-0.357, 0.505, 2.972], [-1.844, -0.619, 2.252], [-0.047, -0.688, 1.460], [-1.667, 2.590, 2.191], [-2.958, 1.928, 1.773], [-1.982, 2.728, 0.525], [-1.065, -1.238, -0.750], [0.056, -3.300, -1.480], [2.546, -2.902, -2.116], [3.540, -0.546, -1.641], [2.340, 1.078, -0.857]], "lowdin_charge": [-0.071, -0.148, -0.048, -0.388, 0.037, -0.098, -0.033, -0.042, -0.037, -0.106, -0.061, 0.125, 0.135, 0.094, 0.036, 0.068, 0.099, -0.001, 0.099, 0.103, 0.112, 0.123], "orbital_gap_ev": 9.83, "e_lumo_ev": 0.72, "smiles": "CN(C)C(=O)c1ccccc1", "homo_ha": -0.3348, "charge": 0}

---

Most stable one: x), least stable one: w).